(1)
Entry from OMol25: 2 unconnected molecules or ions with the total composition C7H20BNO3PS in a non-equilibrium geometry (ωB97M-V/def2-TZVPD).

Results
calculated total energy: -36008.7407 eV
Kohn-Sham gap: 2.03 eV
energy relative to the best compared isomer or geometry (same formula, charge and spin): 70.2 kcal/mol
total charge: -1
strongest force on any atom: 3.53 eV/A

CARTESIAN COORDINATES (ANGSTROEM)
H  -2.0791  -4.2378  2.5223
O  0.1288  0.8447  -2.0700
H  2.5606  1.4822  1.5139
C  -2.8933  1.4486  -1.1051
C  -0.5880  -4.3038  0.9382
H  0.4429  4.8663  0.2344
H  -2.5253  2.2927  -1.8531
C  3.0654  1.6087  0.4629
H  -2.0329  -1.1604  0.4292
C  -1.3770  -5.0018  2.1442
H  -2.6141  0.4155  -1.6267
H  -4.0825  1.4563  -1.0010
C  3.2081  0.7897  -1.9189
H  3.6615  -0.3121  -1.9827
H  4.1131  1.5478  -1.9460
H  4.1589  1.1426  0.5740
H  -0.4962  -0.4097  1.4007
H  3.2542  2.7467  0.1663
C  -1.6709  -0.3568  1.2011
O  -1.4692  -3.7895  0.0688
S  0.0097  2.3442  0.3812
H  -2.2977  -0.5360  2.1888
H  -0.2716  4.1555  -1.4628
P  -1.9810  1.4623  0.5767
H  0.1178  -3.5992  1.4124
N  2.3913  0.8321  -0.6462
B  0.9530  1.2568  -0.8788
H  -0.1780  -0.0979  -1.8284
H  -2.0735  -5.7146  1.6687
H  -1.3734  4.3829  0.0502
H  0.1049  -5.0732  0.5536
O  -0.4959  -5.5047  3.0201
H  2.5991  0.9481  -2.9055
C  -0.2696  4.0737  -0.2828

---

(2)
Entry from OMol25: 2 unconnected molecules or ions with the total composition C24H29O8 in a non-equilibrium geometry (ωB97M-V/def2-TZVPD).

Results
calculated total energy: -41738.7582 eV
Kohn-Sham gap: 4.44 eV
total charge: -1
strongest force on any atom: 3.29 eV/A

CARTESIAN COORDINATES (ANGSTROEM)
H  3.9763  -5.0356  -0.2571
C  1.8584  1.8638  -0.1958
C  4.1520  3.6253  -1.3381
H  -4.8151  -2.5272  -2.0368
C  -3.1440  -3.2519  -0.8911
H  -0.5257  2.2205  2.2060
C  -2.1577  -0.5829  1.3927
C  2.8323  5.3836  -0.0913
C  3.0179  -5.1499  0.2689
C  0.6247  -1.8575  -2.3079
H  3.0495  -4.6399  1.2411
C  1.9527  -3.4650  -1.1033
H  -1.3969  2.8123  3.6228
O  -0.9302  -2.2614  0.1499
C  1.0644  0.5488  -2.1367
H  0.3007  0.6750  -2.9160
C  -1.9724  -1.7186  0.4702
C  -1.1649  -0.4593  2.4441
O  -0.2138  -1.2150  2.5885
H  0.1937  -3.9640  -2.2328
C  0.8713  -3.1582  -1.9643
C  2.9250  -2.4691  -0.8344
H  4.8628  3.5735  -0.5040
H  -3.0835  3.3243  2.2330
O  0.9477  2.9648  -3.5546
H  3.1659  6.1545  -0.7897
H  -2.3118  0.5004  4.0185
H  -2.3912  -3.1134  -1.6794
C  -1.3865  0.6929  3.4560
C  -2.6846  2.3374  1.9586
H  4.4891  4.4077  -2.0313
H  -5.2519  -3.6029  -0.6851
H  -2.8556  -4.1229  -0.2854
C  -4.5205  -3.4229  -1.4796
O  2.3311  3.0811  0.2184
C  2.7888  4.0214  -0.7889
C  -3.5415  -0.0882  1.5765
O  1.6061  1.0216  0.6402
O  1.8109  4.1242  -1.8441
H  4.1206  2.6600  -1.8583
C  1.4286  2.9434  -2.4432
H  -2.3920  2.3974  0.9033
H  -4.5056  -4.2774  -2.1532
O  1.9062  -4.6841  -0.5161
H  3.3576  -0.3640  -0.8874
O  -3.1765  -2.0851  -0.0440
C  1.4498  -0.7970  -1.8402
H  -4.0414  -0.1721  0.6018
C  -1.4337  2.0729  2.8091
H  -4.0313  1.2006  3.2183
H  -4.0761  -0.7894  2.2471
C  1.5910  1.7107  -1.6374
H  1.8339  5.6333  0.2761
H  -0.2464  -1.6026  -2.9153
H  3.5237  5.3426  0.7530
H  2.7923  -6.2073  0.4106
C  2.6516  -1.1492  -1.1614
C  -3.8009  1.3123  2.1535
H  -0.5454  0.6667  4.1600
H  3.8313  -2.7346  -0.2909
H  -4.7106  1.6954  1.6772

---

no.,HOMO level (Eh)
1,-0.041
2,-0.099